(1)
Density functional theory data (the ωB97M-V functional and the def2-TZVPD basis) for a cluster of 2 separate species, C29H32N4 in total in a non-equilibrium geometry.

The geometry in XYZ format:
```
65
C29H32N4 | the Open Molecules 2025 dataset | the ωB97M-V functional and the def2-TZVPD basis
C 4.60875 5.14173 -1.61538
N 4.12971 4.09026 -2.48530
C 4.47239 4.21895 -3.88584
C 3.41407 3.03810 -2.00472
C 2.96975 1.99887 -2.86653
C 2.15975 0.98489 -2.38949
C 1.75577 0.93718 -1.02876
C 0.77691 -0.02558 -0.55141
C -0.09630 -0.66410 -1.46298
C -1.00919 -1.65583 -1.13605
C -1.57421 -2.57828 -2.09126
C -2.27923 -3.72417 -1.64154
C -2.67048 -4.71270 -2.53944
C -2.41307 -4.56249 -3.91196
C -1.78966 -3.39792 -4.37776
C -1.38652 -2.40479 -3.48608
C 0.70012 -0.32607 0.87994
C -0.53059 -0.34913 1.56011
C -0.60914 -0.62403 2.91456
C 0.57052 -0.90081 3.65691
N 0.50939 -1.15845 4.99557
C 1.63981 -1.65553 5.75142
C -0.67379 -0.87931 5.77958
C 1.81870 -0.89590 2.97643
C 1.87318 -0.60646 1.62542
C 2.27226 1.93804 -0.16158
C 3.06280 2.96815 -0.63035
H 5.06761 4.72524 -0.70897
H 5.35713 5.72037 -2.16681
H 3.79821 5.82091 -1.30557
H 3.64734 3.89508 -4.53193
H 4.69478 5.27311 -4.08603
H 5.36461 3.62278 -4.13865
H 3.26000 2.00973 -3.91803
H 1.84764 0.19833 -3.07645
H 0.00481 -0.38275 -2.51375
H -1.17431 -1.90355 -0.09487
H -2.49725 -3.82398 -0.57528
H -3.17713 -5.60898 -2.17501
H -2.70864 -5.34444 -4.61410
H -1.61311 -3.25961 -5.44549
H -0.91959 -1.49275 -3.86397
H -1.44118 -0.16156 0.99558
H -1.58451 -0.64651 3.40146
H 2.28006 -2.29684 5.13569
H 2.25440 -0.83628 6.15865
H 1.25160 -2.23774 6.59515
H -1.19416 0.01236 5.40603
H -1.38111 -1.72287 5.77140
H -0.36168 -0.70550 6.81727
H 2.73865 -1.10299 3.52366
H 2.83433 -0.62978 1.10870
H 2.00748 1.92569 0.89429
H 3.39580 3.74483 0.05787
C -6.10389 0.67879 1.48002
C -5.05772 0.16914 0.57127
C -3.96357 -0.69963 0.87609
N -3.18189 -0.79752 -0.22898
C -3.81989 -0.08645 -1.21125
N -4.96186 0.51845 -0.74338
H -5.96470 0.26957 2.48695
H -6.05729 1.77633 1.54367
H -7.10078 0.39446 1.11549
H -3.77825 -1.19787 1.81869
H -3.46368 -0.01220 -2.23291
```

DFT total energy in hartree: -1343.1756
Highest occupied orbital energy in eV: -5.96
Charge: 0
Gap between HOMO and LUMO in eV: 4.397
Strongest force on any atom in eV Å⁻¹: 2.7

Here are the Löwdin charges for atoms 1 to 4, given in e: -0.06, -0.19, -0.06, -0.22

---

(2)
Density functional theory data (the ωB97M-V functional and the def2-TZVPD basis) for a structure of composition C29H32N5O4S2Ti in a non-equilibrium geometry.

The geometry in XYZ format:
```
73
C29H32N5O4S2Ti | the Open Molecules 2025 dataset | the ωB97M-V functional and the def2-TZVPD basis
Ti 0.28557 -0.17223 0.09099
C 2.96149 3.51920 -0.01760
C 2.19315 2.30596 0.51123
N 1.56655 1.46886 -0.36194
N 1.71231 1.83493 -1.68278
C 1.11681 1.07082 -2.59390
S 0.40471 -0.46815 -2.31178
S 0.91987 1.72747 -4.21070
C 2.76131 1.97144 -4.50560
C 3.40723 0.63683 -4.93689
C 2.92147 -0.06717 -6.06634
C 3.49271 -1.25896 -6.46918
C 4.50011 -1.87121 -5.71522
C 4.97790 -1.20360 -4.60724
C 4.44344 0.02394 -4.20201
C 2.28482 1.97837 1.89616
C 3.32801 2.58251 2.71758
C 3.63957 2.02493 3.91268
C 2.82614 1.04822 4.53336
C 1.79436 0.49704 3.82205
C 1.46157 0.97237 2.53317
O 0.43497 0.40069 1.92681
H 2.50202 3.80344 -1.04077
H 2.92949 4.37360 0.63343
H 4.03975 3.23915 -0.19065
H 2.88189 2.71674 -5.34491
H 3.21210 2.37749 -3.59436
H 2.03607 0.33823 -6.59372
H 3.02497 -1.78485 -7.32162
H 4.91956 -2.80794 -5.98238
H 5.80783 -1.61244 -4.00702
H 4.75397 0.47361 -3.26451
H 3.96085 3.35445 2.18991
H 4.51688 2.39953 4.43650
H 3.06830 0.72606 5.49918
H 1.10900 -0.24939 4.17355
O 1.45594 -1.93774 0.17830
N 0.77538 -3.08574 0.36846
N -0.48327 -2.86867 0.55321
O -1.04200 -1.59968 0.47624
C -1.35068 -3.94217 0.58201
C -2.78651 -3.69090 0.47340
C -3.65812 -4.76122 0.19435
C -3.17608 -6.06566 -0.02806
C -1.80253 -6.32306 0.09275
C -0.89020 -5.26567 0.44711
H -3.12548 -2.67007 0.74472
H -4.75467 -4.59461 0.17827
H -3.86539 -6.84522 -0.30280
H -1.32539 -7.31803 -0.06077
H 0.15325 -5.56996 0.65128
C -3.66167 1.19029 -0.99069
C -3.37058 2.40038 -0.04968
C -1.89045 2.20592 0.36696
O -1.53947 0.81643 -0.09979
C -2.83779 0.10787 -0.42630
H -3.30575 1.39550 -2.01791
H -4.69074 0.91532 -1.07256
H -3.98867 2.24806 0.82838
H -3.58482 3.38894 -0.52943
H -1.75831 2.26295 1.45746
H -1.20384 2.86464 -0.14810
H -3.23775 -0.30663 0.53011
H -2.55526 -0.67054 -1.11848
C -4.85290 2.00863 5.41073
C -3.95606 0.78963 5.23507
C -3.81593 0.53715 3.79721
N -3.63755 0.27298 2.66840
H -5.05767 2.15092 6.47826
H -5.83999 1.92536 4.86280
H -4.26125 2.92093 5.10847
H -4.33651 -0.16986 5.65798
H -2.93802 0.91357 5.64718
```

DFT total energy in hartree: -3344.5800
Highest occupied orbital energy (alpha / beta) in eV: -10.45 / -10.45
Charge: +1
Gap between HOMO and LUMO (alpha / beta) in eV: 6.199 / 6.198
Strongest force on any atom in eV Å⁻¹: 4.4

Here are the Löwdin charges for atoms 1 to 4, given in e: 1.06, -0.02, -0.18, -0.08

---

(3)
Density functional theory data (the ωB97M-V functional and the def2-TZVPD basis) for a structure of composition C29H32N5O4S2Ti in a non-equilibrium geometry.

The geometry in XYZ format:
```
73
C29H32N5O4S2Ti | the Open Molecules 2025 dataset | the ωB97M-V functional and the def2-TZVPD basis
Ti -0.43896 0.19030 -0.89004
C 0.37233 1.43808 3.34642
C -0.01872 1.52925 1.90158
N 0.41188 0.64398 1.00727
N 1.37443 -0.18994 1.29796
C 2.12759 -0.55699 0.27522
S 1.94125 0.15440 -1.29742
S 3.38222 -1.71746 0.48770
C 3.80148 -1.47620 2.25077
C 4.75954 -0.33181 2.53212
C 4.29994 1.00479 2.52542
C 5.17353 2.07510 2.77211
C 6.48788 1.82150 3.09296
C 6.98440 0.50157 3.01728
C 6.14525 -0.57991 2.78314
C -0.82772 2.66166 1.54361
C -1.46105 3.56042 2.47600
C -2.35509 4.56249 2.06590
C -2.58524 4.72719 0.70268
C -1.92022 3.89540 -0.21202
C -1.09187 2.85809 0.15543
O -0.61753 1.99413 -0.74930
H 0.93891 2.34825 3.64048
H -0.49417 1.41080 3.98489
H 0.95033 0.52017 3.48786
H 2.87410 -1.42325 2.85239
H 4.26930 -2.44284 2.46255
H 3.26061 1.17251 2.24843
H 4.76671 3.07011 2.78200
H 7.16479 2.61882 3.38711
H 8.04794 0.36869 3.23698
H 6.51695 -1.60653 2.82616
H -1.20317 3.40689 3.51005
H -2.89939 5.18045 2.79314
H -3.25112 5.47860 0.30641
H -2.17771 3.98402 -1.25301
O -1.66139 -0.47090 0.52998
N -1.88175 -1.79306 0.56197
N -1.07866 -2.44231 -0.21326
O -0.29480 -1.90137 -1.17740
C -1.08503 -3.87284 -0.05075
C -0.07175 -4.66153 -0.61317
C -0.15719 -6.03756 -0.38414
C -1.16291 -6.55476 0.41857
C -2.06103 -5.71327 1.04889
C -2.04415 -4.35610 0.81207
H 0.72150 -4.19632 -1.19839
H 0.54419 -6.74304 -0.83456
H -1.18197 -7.63018 0.57311
H -2.81888 -6.08119 1.72530
H -2.79024 -3.71418 1.31917
C -0.05296 -0.50260 -5.53580
C -0.61729 0.93813 -5.62142
C -0.36700 1.49725 -4.19999
O -0.33288 0.35063 -3.30004
C -0.44631 -0.86850 -4.09089
H 1.04157 -0.52596 -5.70532
H -0.49558 -1.13557 -6.30948
H -1.68641 0.88466 -5.87072
H -0.07577 1.52388 -6.38318
H -1.12517 2.21177 -3.89140
H 0.65586 1.94504 -4.16447
H -1.46943 -1.22684 -4.04694
H 0.23571 -1.59517 -3.60363
C -5.24955 1.03473 0.04711
C -4.96067 1.33360 -1.42329
C -3.59033 0.91758 -1.68744
N -2.50391 0.55250 -1.82235
H -6.09317 1.60170 0.45366
H -4.43668 1.28702 0.74648
H -5.44717 -0.02299 0.27193
H -5.05168 2.38827 -1.71751
H -5.61656 0.72674 -2.01291
```

DFT total energy in hartree: -3344.6165
Highest occupied orbital energy in eV: -10.54
Charge: +1
Gap between HOMO and LUMO in eV: 7.166
Strongest force on any atom in eV Å⁻¹: 3.4

Here are the Löwdin charges for atoms 1 to 4, given in e: 0.96, 0.00, -0.19, -0.12